{"formula": "C30H49BBrFIO3", "method": "ωB97M-V/def2-TZVPD", "elements": ["I", "Br", "F", "O", "O", "O", "C", "C", "C", "C", "C", "C", "C", "C", "C", "C", "C", "C", "C", "C", "C", "C", "C", "C", "C", "C", "C", "C", "C", "C", "C", "C", "C", "C", "C", "C", "B", "H", "H", "H", "H", "H", "H", "H", "H", "H", "H", "H", "H", "H", "H", "H", "H", "H", "H", "H", "H", "H", "H", "H", "H", "H", "H", "H", "H", "H", "H", "H", "H", "H", "H", "H", "H", "H", "H", "H", "H", "H", "H", "H", "H", "H", "H", "H", "H", "H"], "coordinates": [[2.89238, -5.06202, -2.62991], [1.74238, -2.72264, 2.88684], [5.40460, -3.61009, 2.29357], [1.17239, -5.51859, 1.41696], [-2.99503, -3.56614, 0.38325], [1.75109, -3.67678, 0.16113], [-2.49769, 4.22293, 2.35766], [-0.70458, -0.55875, -1.67377], [-2.33695, 6.30142, -3.17489], [-0.17661, 3.22467, -3.26695], [-3.17111, 6.76243, -1.98304], [-1.24943, -2.79564, -1.02810], [5.40247, -3.48891, -0.03347], [0.11290, -4.61674, 1.41470], [-1.93871, 2.85703, 1.97088], [0.92149, -3.26426, 1.12908], [2.48955, -8.18107, 0.52641], [-0.02701, 5.61824, 3.65445], [-1.86636, -3.73533, -0.02309], [-2.61225, 3.77296, -2.73686], [-0.03280, -2.44040, -3.05788], [-1.29842, -1.43308, -0.77870], [-2.76002, 4.93769, -3.71824], [-0.64200, 6.87652, 4.26151], [-1.03651, -4.92761, 0.42892], [2.93728, -7.33994, -0.66702], [-0.62840, -3.31437, -2.15631], [-1.73037, 5.38678, 1.73301], [-0.26293, 5.49411, 2.15021], [4.50835, -3.64966, 1.17763], [-0.07327, -1.08560, -2.78985], [3.77979, -4.97690, 1.24200], [2.18834, -6.01740, -0.78934], [-1.20133, 3.56500, -2.18868], [-0.51694, -4.63016, 2.75344], [-1.15331, -4.67232, 3.76594], [2.30823, -5.02331, 0.54448], [-2.93594, 2.85544, -3.23781], [-0.46529, 2.31646, -3.80069], [1.05115, 5.63525, 3.83348], [-3.80643, 4.99225, -4.03579], [-0.42080, 6.93408, 5.32851], [-0.62230, -4.38355, -2.30373], [-1.22956, 2.74683, -1.46479], [1.15015, -6.26373, -0.99892], [-3.07041, 6.08316, -1.13587], [-0.87088, 4.44907, -1.63490], [-2.18427, 4.72536, -4.62364], [-2.53625, 2.05994, 2.41468], [-0.23902, 7.77346, 3.78592], [0.36941, -2.37569, 0.85894], [-1.78053, -1.07354, 0.12018], [0.80391, 3.05561, -2.81942], [-0.67597, -5.43302, -0.46613], [-0.40913, 4.73588, 4.17389], [-1.92454, -4.71503, 4.49208], [4.81003, -3.39036, -0.93831], [-0.91168, 2.72901, 2.31501], [3.18290, -9.01519, 0.65715], [-1.95594, 2.72740, 0.88650], [-1.69862, -5.63351, 0.92246], [0.17716, 6.36247, 1.64858], [1.48587, -8.59281, 0.41804], [3.62949, -5.18959, 2.30392], [2.50557, -7.63011, 1.46549], [0.47039, -2.87043, -3.91108], [2.75465, -7.93397, -1.56865], [6.12585, -4.30210, -0.06976], [5.97850, -2.57318, 0.12052], [-2.24779, 6.32040, 1.97511], [3.86748, -2.78393, 1.29681], [-2.43744, 7.03822, -3.97685], [-3.29994, 3.91269, -1.89712], [-1.77348, 5.29539, 0.64272], [-3.53968, 4.28045, 2.03004], [-1.72731, 6.88955, 4.14992], [-1.27869, 6.29052, -2.90020], [4.01812, -7.21428, -0.61785], [4.47393, -5.73875, 0.87791], [0.28658, 4.62505, 1.77815], [-2.51548, 4.31789, 3.44697], [-4.22846, 6.82400, -2.24953], [-0.07138, 4.03071, -3.99515], [0.41849, -0.40776, -3.47935], [-2.84786, 7.75128, -1.65328], [-0.71394, 0.50457, -1.48871]], "lowdin_charge": [0.8197, 0.7623, -0.0884, -0.0007, 0.1011, -0.0500, -0.2629, -0.0660, -0.2686, -0.1052, -0.1077, -0.1707, -0.0541, -0.4692, -0.0985, -0.5525, -0.1002, -0.2684, -0.3298, -0.2202, -0.0843, -0.0371, -0.2289, -0.1150, -0.0114, -0.3691, -0.0303, -0.2295, -0.2272, -0.4108, -0.0863, -0.0479, -0.5457, -0.2711, -0.1178, 0.1178, -0.8803, 0.1122, 0.0706, 0.1041, 0.1081, 0.0668, 0.1084, 0.0761, 0.0487, 0.0465, 0.0930, 0.1000, 0.0734, 0.0724, 0.0812, 0.1216, 0.0741, 0.1077, 0.0996, 0.0214, 0.0248, 0.0708, 0.0669, 0.0587, 0.1286, 0.1086, 0.0745, 0.1051, 0.0687, 0.0861, 0.0806, 0.0799, 0.0725, 0.1016, 0.0742, 0.1018, 0.1005, 0.0829, 0.1032, 0.0633, 0.0985, 0.0844, 0.0952, 0.1031, 0.0979, 0.0749, 0.0644, 0.0962, 0.0695, 0.0817], "homo_energy_ev": -5.527, "e_tot_ev": -119587.3228, "gap_ev": 7.750, "charge": -1, "spin_multiplicity": 1}

---

{"formula": "C52H61N4O2S2", "method": "ωB97M-V/def2-TZVPD", "elements": ["S", "S", "O", "O", "N", "N", "N", "N", "C", "C", "C", "C", "C", "C", "C", "C", "C", "C", "C", "C", "C", "C", "C", "C", "C", "C", "C", "C", "C", "C", "C", "C", "C", "C", "C", "C", "C", "C", "C", "C", "C", "C", "C", "C", "C", "C", "C", "C", "C", "C", "C", "C", "C", "C", "C", "C", "C", "C", "C", "C", "H", "H", "H", "H", "H", "H", "H", "H", "H", "H", "H", "H", "H", "H", "H", "H", "H", "H", "H", "H", "H", "H", "H", "H", "H", "H", "H", "H", "H", "H", "H", "H", "H", "H", "H", "H", "H", "H", "H", "H", "H", "H", "H", "H", "H", "H", "H", "H", "H", "H", "H", "H", "H", "H", "H", "H", "H", "H", "H", "H", "H"], "coordinates": [[3.70902, -0.72363, 4.25213], [1.43103, 0.91582, 5.05828], [5.85771, 1.68991, -0.43579], [5.10537, 1.66471, -2.50297], [-2.30058, 0.19718, -0.70909], [-2.62258, -1.11925, -1.06557], [4.96022, 1.90773, -1.27927], [-0.39389, -0.85493, -1.11075], [0.63202, 0.46797, -3.85124], [1.37836, 2.32401, -1.43113], [1.08666, 1.81803, -0.13473], [-3.89776, 1.68522, -1.95007], [-4.76319, 2.77842, -1.88154], [2.68501, 2.53379, -1.82728], [-4.81028, 1.32453, -4.31333], [1.83848, -0.98245, -2.15244], [3.74804, 1.97693, 3.99156], [0.99709, -1.22395, -1.02876], [0.93817, -0.85578, 2.41480], [1.55003, -1.63937, 0.19714], [-4.20408, -0.78616, 1.72034], [0.45007, -2.00400, -4.04755], [-5.38029, 3.14485, -0.69867], [-4.11847, 1.43964, 0.49749], [-0.67053, -2.38457, 1.44311], [-3.42720, 1.12816, -0.71841], [1.81300, -0.42757, 6.25347], [-5.07375, 2.45238, 0.46481], [2.07414, 2.00734, 0.87940], [5.87112, 2.92319, 3.27204], [-2.64671, -3.84180, -1.70063], [4.19687, 4.34060, 4.30918], [-2.57143, 2.38909, -3.93902], [3.33956, 3.24872, 4.43383], [-1.52944, -5.99163, -1.63558], [-2.49994, 0.95801, 2.39871], [-0.92984, 0.32561, -0.56182], [-3.54738, 1.32336, -3.42804], [1.36629, -0.85154, -3.63949], [2.89303, 0.80591, 4.15571], [3.76785, -1.12994, -0.67613], [3.19808, -0.78835, -1.89769], [2.94852, -1.56011, 0.34606], [2.75370, -1.45655, 5.64356], [-0.21323, -3.95691, -1.52675], [3.37470, 2.29465, 0.52569], [-1.47838, -1.73469, -1.29254], [-1.40195, -3.17526, -1.55641], [5.03313, 1.82135, 3.42975], [-4.84951, 1.23941, 2.96102], [3.68777, 2.37408, -0.84848], [-3.90776, 0.71097, 1.86500], [2.56879, -0.87886, -4.59676], [5.46161, 4.18826, 3.71975], [-0.22175, 1.26809, 0.16426], [1.50044, -3.28922, 2.12386], [-2.70591, -5.23030, -1.72886], [-0.28550, -5.35000, -1.54882], [0.81044, -2.06255, 1.50184], [-2.93880, -0.04808, -3.63734], [-0.12315, 0.60588, -3.06997], [4.18590, 2.40907, 1.24174], [4.84629, -1.04492, -0.53214], [-1.56597, -7.08129, -1.63886], [-1.03659, -2.55707, 2.46738], [3.18546, 0.02292, -4.50090], [2.36997, 3.34749, 4.93072], [-3.67000, -5.72841, -1.82703], [-3.56456, -0.84529, -3.22435], [1.79963, 1.93183, 1.93992], [-4.54817, 0.99254, -5.32625], [3.19303, -1.76375, -4.41954], [2.22631, -2.34152, 5.26030], [1.32724, 1.31324, -3.79326], [-2.20357, 2.13685, -4.94327], [0.52342, 0.03005, 1.91913], [2.97227, 2.75854, -2.85356], [3.85466, -0.37633, -2.66255], [0.95272, -3.62010, 3.01621], [2.26781, 0.08321, 7.11080], [1.51127, -4.11822, 1.40447], [-1.94365, -0.10923, -3.19484], [0.53652, 2.51347, -2.09760], [-3.92822, -1.31183, 2.64569], [-4.98632, 3.34375, -2.78605], [-5.60584, 2.73516, 1.37273], [-3.67268, -1.23980, 0.87991], [-1.76967, 0.30591, 1.91202], [-0.88599, -3.28331, 0.85713], [-4.67182, 2.30447, 3.16030], [-3.54479, -3.22009, -1.75078], [-1.71045, 2.47317, -3.25962], [2.53149, -3.08611, 2.43395], [-2.43488, 0.76987, 3.48170], [-4.65942, 0.69956, 3.89877], [-0.79981, 1.81005, 0.90532], [3.50452, -1.80236, 6.36572], [0.18320, -1.91328, -5.11044], [3.88191, 5.31697, 4.68881], [-0.48025, -2.00654, -3.47573], [5.36454, 0.82580, 3.12903], [-6.11757, 3.94953, -0.68578], [-5.90416, 1.09159, 2.70453], [-3.05246, 3.37283, -3.98052], [0.43925, -0.98277, 3.38397], [-2.21690, 2.00381, 2.22193], [6.84979, 2.78309, 2.81210], [-1.24289, -1.54101, 1.05498], [3.41421, -1.80486, 1.30043], [-5.27852, -0.93076, 1.54080], [0.76419, -3.46492, -1.47947], [0.12833, 0.49316, -4.83091], [0.86957, -0.88160, 6.57440], [1.99504, -0.63564, 2.60904], [0.64346, -5.92367, -1.50048], [-5.27540, 2.30915, -4.41233], [6.13054, 5.04665, 3.62272], [-2.80251, -0.22437, -4.71813], [0.94935, -2.96716, -3.88908], [-5.55633, 0.62620, -3.91925], [2.21441, -0.92006, -5.63390]], "lowdin_charge": [1.0392, 1.0397, 0.0298, 0.0348, 0.0285, 0.1378, -0.3220, 0.1156, -0.0495, -0.0206, -0.1826, -0.0623, -0.0464, 0.0135, -0.0521, -0.0548, -0.3258, -0.1030, -0.1094, -0.0751, -0.0360, -0.0315, -0.0456, -0.0720, -0.0281, -0.0327, -0.4088, -0.0388, -0.0091, -0.0371, -0.0123, -0.0339, -0.0363, -0.0255, -0.0686, -0.0571, -0.1849, -0.5260, -0.5019, -0.6952, -0.0393, -0.0280, -0.0347, -0.4076, -0.0480, 0.0099, -0.2569, -0.1618, -0.0570, -0.0837, -0.1745, -0.5186, -0.0546, -0.0152, -0.0393, -0.0356, -0.0646, -0.0661, -0.4897, -0.0655, 0.0456, 0.0889, 0.1176, 0.1065, 0.1028, 0.0827, 0.0979, 0.1086, 0.0884, 0.0974, 0.0905, 0.0986, 0.0839, 0.0715, 0.0930, 0.0622, 0.1283, 0.0944, 0.0893, 0.0931, 0.0978, 0.0412, 0.1072, 0.0907, 0.1078, 0.0986, 0.0525, 0.0420, 0.0897, 0.0894, 0.1149, 0.0770, 0.0594, 0.0895, 0.0886, 0.0873, 0.0946, 0.0994, 0.1221, 0.0579, 0.1008, 0.1146, 0.0901, 0.0856, 0.0724, 0.0919, 0.1270, 0.0588, 0.0897, 0.0960, 0.1057, 0.1024, 0.0970, -0.0022, 0.1105, 0.0734, 0.1248, 0.1002, 0.0953, 0.0988, 0.0948], "e_above_lowest_kj_mol": 0.0, "homo_energy_ev": -9.103, "e_tot_ev": -86628.1779, "gap_ev": 3.409, "charge": 1, "spin_multiplicity": 1}

---

{"formula": "C26H28As2N4O2PtS2", "method": "ωB97M-V/def2-TZVPD", "elements": ["Pt", "As", "As", "S", "S", "O", "O", "N", "N", "N", "N", "C", "C", "C", "C", "C", "C", "C", "C", "C", "C", "C", "C", "C", "C", "C", "C", "C", "C", "C", "C", "C", "C", "C", "C", "C", "C", "H", "H", "H", "H", "H", "H", "H", "H", "H", "H", "H", "H", "H", "H", "H", "H", "H", "H", "H", "H", "H", "H", "H", "H", "H", "H", "H", "H"], "coordinates": [[-0.64626, 0.90672, -0.31268], [0.25206, 3.13287, -0.49062], [1.20560, 0.31888, -1.82669], [-4.34047, -0.42213, 1.43609], [-2.57784, 1.81111, 0.61793], [-1.34635, -5.40351, -2.39679], [1.46405, -4.04526, 4.25029], [-3.78035, 3.03723, 4.50396], [-1.45621, -1.03380, -0.52006], [0.12672, -0.20242, 1.44132], [-1.04022, -0.51392, 4.22647], [1.34645, -2.71349, 4.67266], [1.43738, 4.37100, -2.82922], [-1.85516, 0.25185, 3.76788], [1.16962, 3.16712, -2.18878], [-0.98588, 4.60253, -0.46475], [1.58958, 3.56834, 0.83077], [0.40651, -0.47540, 3.82967], [0.50898, 0.32011, 2.56435], [-3.33761, 2.13328, 3.94973], [-2.30742, -1.34482, -1.49896], [-3.18620, 0.74103, 1.83299], [2.11849, 4.37214, -4.03883], [2.27771, 1.97264, -3.96508], [2.53841, 3.17709, -4.60434], [0.77974, -1.90512, 3.56159], [-0.10971, -1.56121, 1.36732], [2.90143, -0.24439, -1.09053], [-2.31650, -5.11960, -1.40329], [-2.64563, -2.65336, -1.78340], [1.58864, 1.96408, -2.75870], [-1.22160, -3.34286, 0.00115], [-2.07630, -3.67932, -1.03679], [-2.81045, 1.00406, 3.24853], [-0.92471, -2.00673, 0.25274], [0.41624, -2.41776, 2.36402], [0.79547, -0.99869, -3.17517], [-3.33563, -2.86607, -2.58837], [-2.72064, -0.51541, -2.05816], [-1.53546, 4.58454, 0.47427], [3.06692, 3.18112, -5.54785], [-3.33470, -5.24080, -1.78345], [-0.78571, -4.12080, 0.61195], [0.47709, -1.92351, -2.69477], [2.81195, -1.24895, -0.67948], [0.50413, -3.48080, 2.19303], [1.11253, 3.71284, 1.79954], [2.60960, 1.04745, -4.42073], [3.20602, 0.44446, -0.30506], [3.64648, -0.23979, -1.88494], [1.80814, -4.58765, 4.96745], [-0.42888, 5.53458, -0.54432], [1.68188, -1.19906, -3.77505], [-1.43554, -6.32111, -2.67854], [2.31810, -2.28008, 4.95260], [1.11581, 5.31229, -2.40089], [0.97118, -0.02953, 4.64698], [-0.00155, -0.62222, -3.81356], [-2.19673, -5.75749, -0.52322], [0.75175, 1.37502, 2.58701], [2.31855, 5.30883, -4.54091], [2.08403, 4.49282, 0.53538], [-1.68038, 4.50803, -1.29693], [2.32686, 2.76932, 0.88815], [0.68599, -2.60633, 5.54508]], "nbo_charge": [0.6963, 1.1661, 1.0654, 0.4127, -0.0416, -0.7123, -0.7114, -0.2276, -0.5101, -0.4779, -0.3719, -0.1122, -0.1875, 0.5157, -0.3728, -0.9466, -0.9483, -0.1778, 0.1582, 0.2417, 0.0597, -0.5131, -0.1617, -0.1315, -0.1811, 0.1354, 0.1589, -0.9370, -0.0948, -0.2073, -0.3766, -0.2070, 0.0732, -0.3799, 0.2223, -0.2797, -0.9423, 0.2560, 0.2349, 0.2754, 0.2456, 0.1926, 0.2456, 0.2541, 0.2527, 0.2692, 0.2541, 0.2168, 0.2455, 0.2584, 0.4998, 0.2575, 0.2569, 0.4943, 0.2037, 0.2287, 0.2601, 0.2586, 0.1878, 0.2208, 0.2467, 0.2656, 0.2668, 0.2435, 0.2124], "homo_energy_ev": [-12.275, -14.203], "e_tot_ev": -184047.5117, "gap_ev": [6.372, 6.155], "charge": 2, "spin_multiplicity": 5}

---

{"formula": "C2H10N2O2", "method": "ωB97M-V/def2-TZVPD", "elements": ["O", "O", "N", "N", "C", "C", "H", "H", "H", "H", "H", "H", "H", "H", "H", "H"], "coordinates": [[-0.62697, -2.06580, -2.98252], [0.43439, 2.97909, 2.35407], [-1.62297, -1.00424, 0.35633], [0.54216, -0.56261, 0.01690], [1.67055, 0.33899, -0.12298], [-0.62707, -0.26240, 0.63210], [0.39862, 3.73832, 1.74701], [-2.43822, -0.85062, 0.93724], [0.26191, -1.81951, -3.25806], [-0.71939, 0.65149, 1.20266], [1.38168, 1.25024, -0.64605], [-0.15201, 2.38778, 1.86413], [2.04119, 0.61774, 0.85341], [-1.06648, -1.25637, -2.69844], [2.44877, -0.12054, -0.72758], [0.46870, -1.39816, -0.53508]], "nbo_charge": [-0.9389, -0.9197, -0.7365, -0.6182, -0.4129, 0.2873, 0.4654, 0.3422, 0.4632, 0.1270, 0.1784, 0.4544, 0.2073, 0.4775, 0.2128, 0.4107], "e_above_lowest_kj_mol": 84.4, "homo_energy_ev": -8.894, "e_tot_ev": -9310.6948, "gap_ev": 9.414, "spin_multiplicity": 1}